Below is H22O11 as an isolated structure at a distorted geometry, with properties calculated with the ωB97M-V functional and the def2-TZVPD basis.

XYZ file:
```
33
Properties=species:S:1:pos:R:3
H -1.6287 0.6420 1.8168
O 0.4861 -0.2742 0.1144
H 0.5190 2.6747 -1.1884
H 0.4844 0.5943 -0.2879
H -0.6768 -1.5957 2.3645
H 0.4684 3.3068 1.3676
H 0.4539 1.9457 0.7051
H -0.6651 -2.9101 1.6136
O 0.1984 2.0293 -0.5584
H -0.2665 1.3396 -3.2105
O 0.2752 2.0294 -2.8273
O -0.7955 -1.9697 1.4915
H 1.3847 -0.5275 0.8441
H -0.8361 1.8214 2.3390
H -0.7419 -2.2623 0.2658
H 2.4855 0.6557 -2.3848
O 0.4978 2.3701 1.5620
H -2.3224 -0.2040 0.3760
O 1.8564 -0.0221 -2.6318
H -0.2085 -2.0307 -1.3298
O -1.7067 1.4241 2.3631
H 1.1289 -1.3838 -1.0387
H -0.7425 1.9767 -0.7264
H -1.6112 -3.2563 -0.4747
H 1.2101 -0.0184 -1.9258
H 1.9179 -1.6099 1.7584
H -0.3969 -0.3757 0.4699
H -1.3400 -1.0557 1.1514
O 2.1524 -0.7711 1.3613
O -1.1567 -2.4207 -0.5822
H 0.6086 1.6492 -2.0146
O 0.5456 -1.6255 -1.7581
O -1.5778 -0.1455 0.9748
```

Results
energy relative to the best compared isomer or geometry (same formula, charge and spin) = 324.07 kcal per mole
2S+1 = 1
HOMO-LUMO gap = 8.4 eV
maximum force = 0.1960 hartree/bohr